No. 1
ORCA calculation (ωB97M-V/def2-TZVPD) on a molecular structure, C16H34F3N2O8SV at a distorted geometry.

Calculated values
* HOMO energy: -7.59 eV
* lowest unoccupied orbital energy: -0.59 eV
* charge: 0
* HOMO-LUMO gap: 6.99 eV

Geometry as XYZ:
```
65
Properties=species:S:1:pos:R:3:forces:R:3
O -15.630 -22.649 -33.150 -1.10 1.08 0.60
V -16.551 -21.523 -32.474 -0.87 -1.63 0.90
O -17.935 -22.232 -32.038 1.69 0.76 -0.59
C -12.651 -19.146 -32.110 0.02 0.34 -0.07
F -12.007 -17.991 -31.909 -0.07 -0.30 0.02
F -11.966 -19.871 -32.987 -0.02 -0.07 0.28
F -12.738 -19.796 -30.941 0.19 -0.04 -0.14
S -14.331 -18.790 -32.737 -0.41 0.30 0.25
O -14.952 -20.119 -32.820 0.17 0.00 -0.12
O -14.935 -17.963 -31.714 0.02 -0.07 0.08
O -14.132 -18.163 -34.009 0.07 0.00 -0.43
C -12.915 -21.720 -35.549 -0.17 0.07 0.28
C -13.229 -21.478 -37.018 1.05 0.19 -0.26
C -14.338 -22.438 -37.439 0.29 -0.12 -1.02
C -15.103 -21.987 -38.693 -0.90 -0.65 0.44
C -15.541 -20.540 -38.587 0.22 0.13 -0.55
C -14.370 -19.580 -38.365 0.49 -0.36 0.29
N -13.681 -20.103 -37.183 -1.31 0.20 1.11
O -12.849 -19.164 -36.543 0.49 -0.01 -0.40
C -13.440 -19.479 -39.587 -0.63 -0.23 0.05
C -14.944 -18.212 -38.022 -0.12 -0.08 0.00
C -11.944 -21.805 -37.807 -0.34 -0.75 -0.38
H -12.781 -22.789 -35.371 -0.16 -0.03 0.02
H -13.749 -21.344 -34.957 -0.03 -0.19 0.22
H -12.008 -21.226 -35.206 0.01 0.13 -0.20
H -13.850 -23.374 -37.725 -0.09 -0.13 0.41
H -15.010 -22.654 -36.608 -0.12 0.22 0.00
H -16.000 -22.621 -38.737 0.00 0.15 -0.05
H -14.601 -22.242 -39.629 0.40 0.36 0.13
H -16.207 -20.439 -37.728 -0.08 0.02 -0.05
H -16.082 -20.224 -39.487 -0.05 -0.06 0.08
H -13.233 -20.470 -39.986 0.21 0.00 0.06
H -13.939 -18.943 -40.398 0.21 0.28 0.08
H -12.517 -19.002 -39.265 0.06 0.12 -0.27
H -14.170 -17.498 -37.751 0.03 0.06 -0.15
H -15.515 -17.850 -38.879 0.04 0.12 0.03
H -15.626 -18.306 -37.173 0.02 0.05 0.02
H -11.711 -22.862 -37.632 0.28 0.18 0.30
H -11.105 -21.181 -37.512 0.01 0.10 -0.06
H -12.101 -21.779 -38.887 0.07 0.38 0.03
H -13.353 -18.853 -35.774 0.05 -0.12 -0.05
C -14.353 -22.591 -29.916 0.02 0.30 -0.83
O -15.574 -21.919 -30.237 -0.57 0.02 -0.43
C -16.032 -21.115 -29.168 0.27 0.12 0.52
C -17.172 -20.201 -29.591 0.24 0.75 0.16
N -17.073 -19.841 -31.004 -0.09 0.37 -0.51
C -18.315 -19.257 -31.573 1.16 -0.18 0.04
C -18.048 -18.957 -33.035 -0.97 0.83 0.13
O -17.677 -20.110 -33.769 0.62 -0.71 0.23
C -17.192 -19.801 -35.092 -0.40 -0.23 -0.02
H -14.370 -22.932 -28.883 0.01 -0.15 0.00
H -13.522 -21.906 -30.099 0.05 -0.01 0.29
H -14.259 -23.405 -30.630 -0.04 -0.19 0.18
H -15.197 -20.518 -28.774 0.01 0.04 -0.32
H -16.349 -21.734 -28.317 -0.07 -0.14 -0.22
H -17.036 -19.270 -29.027 -0.29 -0.16 0.27
H -18.158 -20.586 -29.344 0.02 -0.30 -0.28
H -16.384 -19.088 -31.088 0.25 -0.35 0.02
H -18.516 -18.270 -31.140 -0.30 -0.23 0.30
H -19.104 -19.981 -31.388 -0.27 0.20 -0.27
H -17.298 -18.165 -33.148 0.24 -0.25 0.16
H -18.978 -18.514 -33.422 0.11 -0.34 -0.35
H -16.266 -19.231 -35.033 0.00 0.02 -0.09
H -17.985 -19.273 -35.625 0.14 0.21 0.04
H -17.048 -20.752 -35.598 0.23 -0.04 0.09
```
Forces are in eV/Å.

Löwdin atomic charge list, values in e, 5 entries: -0.311, 0.932, -0.301, -0.656, 0.146

=====

No. 2
ORCA calculation (ωB97M-V/def2-TZVPD) on C4H5NO in the gas phase.

Calculated values
* HOMO energy: -9.70 eV
* lowest unoccupied orbital energy: 0.85 eV
* energy above the lowest of the compared OMol25 structures with the same formula, charge and spin: 2.5 kcal/mol
* charge: 0
* HOMO-LUMO gap: 10.55 eV

Geometry as XYZ:
```
11
Properties=species:S:1:pos:R:3:forces:R:3
O -0.849 0.491 2.348 0.11 -0.11 -0.35
C -0.475 0.253 1.217 0.03 -0.01 0.02
C -1.287 0.145 -0.038 -0.08 -0.15 -0.04
C -0.497 -0.227 -1.044 -0.06 0.12 -0.01
C 0.939 -0.184 -0.607 -0.05 0.00 -0.13
N 0.822 0.009 0.817 -0.02 0.19 0.07
H -2.348 0.359 -0.062 0.15 -0.15 0.04
H -0.750 -0.374 -2.087 -0.13 0.02 0.17
H 1.596 -1.016 -0.878 -0.35 -0.06 0.03
H 1.294 0.705 -1.154 0.47 -0.02 0.35
H 1.553 -0.161 1.489 -0.08 0.17 -0.17
```
Forces are in eV/Å.

Löwdin atomic charge list, values in e, 5 entries: 0.049, -0.490, 0.009, -0.058, -0.191

=====

No. 3
ORCA calculation (ωB97M-V/def2-TZVPD) on a molecular structure, C24H30N5O2PdSi2.

Calculated values
* HOMO energy: -11.22 eV
* lowest unoccupied orbital energy: -4.53 eV
* energy above the lowest of the compared OMol25 structures with the same formula, charge and spin: 1.2 kcal/mol
* charge: +1
* HOMO-LUMO gap: 6.69 eV

Geometry as XYZ:
```
64
Properties=species:S:1:pos:R:3:forces:R:3
Pd -0.612 0.796 0.443 -0.26 0.48 0.27
O 0.604 4.579 1.225 0.11 0.16 0.09
C 0.264 3.513 0.789 -0.20 -0.31 0.06
N -0.173 2.398 1.479 0.18 0.30 0.21
C -0.166 2.292 2.858 -0.12 -0.07 -0.34
O 0.144 3.120 3.671 0.06 0.16 0.13
C -0.606 0.907 3.289 0.05 0.05 0.03
C -0.715 0.587 4.627 0.04 0.05 0.06
C -1.100 -0.696 4.979 0.01 0.06 0.06
C -1.354 -1.619 3.978 0.00 -0.05 0.02
C -1.219 -1.228 2.660 0.01 -0.01 -0.14
N -0.858 0.012 2.323 -0.19 -0.11 -0.14
C 0.290 3.239 -0.702 0.01 0.05 0.04
C 0.817 4.168 -1.578 0.02 0.10 0.02
C 0.855 3.868 -2.929 0.02 0.06 0.02
C 0.362 2.646 -3.359 -0.01 0.00 -0.04
C -0.145 1.766 -2.424 -0.12 -0.06 0.06
N -0.183 2.058 -1.121 0.05 -0.22 -0.10
H -0.489 1.361 5.348 -0.02 -0.03 0.03
H -1.197 -0.975 6.020 0.00 0.02 -0.02
H -1.650 -2.632 4.210 0.00 0.01 -0.02
H -1.399 -1.914 1.843 0.00 0.00 0.00
H 1.186 5.097 -1.165 -0.01 0.00 -0.03
H 1.264 4.574 -3.639 0.00 0.00 0.02
H 0.367 2.375 -4.406 0.00 -0.02 0.02
H -0.540 0.801 -2.711 0.02 -0.01 0.00
C -3.400 -0.700 -2.773 0.15 -0.08 -0.04
Si -3.045 -0.859 -0.948 -0.39 0.17 0.07
C -3.769 0.601 -0.061 -0.12 -0.02 -0.01
C -3.776 -2.427 -0.249 0.14 -0.09 -0.03
N -1.259 -0.819 -0.657 0.33 -0.31 -0.23
C -0.412 -1.666 -1.132 -0.29 -0.08 -0.05
C -0.815 -2.795 -1.961 0.03 -0.02 0.01
C 0.085 -3.648 -2.462 0.01 -0.07 -0.06
C 1.510 -3.500 -2.212 0.10 -0.10 -0.05
C 1.975 -2.503 -1.458 -0.11 -0.03 -0.05
C 1.075 -1.514 -0.844 0.14 -0.07 -0.05
N 1.454 -0.563 -0.103 0.27 -0.09 0.04
Si 3.107 -0.124 0.399 0.15 0.03 0.06
C 4.048 0.323 -1.152 0.01 -0.09 0.01
C 3.029 1.367 1.498 -0.10 0.05 0.00
C 3.808 -1.546 1.388 0.00 0.00 -0.11
H -4.479 -0.801 -2.918 0.02 0.03 0.00
H -2.915 -1.469 -3.377 -0.05 0.05 -0.04
H -3.106 0.275 -3.167 -0.01 0.00 0.04
H -4.846 0.637 -0.260 0.05 -0.04 0.00
H -3.344 1.545 -0.402 0.03 0.04 0.03
H -3.641 0.530 1.021 0.03 0.05 0.01
H -4.832 -2.466 -0.528 0.01 0.01 0.03
H -3.722 -2.457 0.841 0.00 0.04 -0.02
H -3.302 -3.332 -0.633 -0.07 -0.02 0.05
H -1.861 -2.937 -2.176 -0.03 -0.01 0.00
H -0.255 -4.473 -3.076 0.06 -0.01 0.00
H 2.200 -4.213 -2.645 -0.08 -0.03 -0.03
H 3.035 -2.408 -1.282 0.04 0.07 0.06
H 3.487 1.069 -1.721 0.02 0.00 0.02
H 4.231 -0.530 -1.807 0.02 0.03 -0.01
H 5.015 0.761 -0.893 -0.03 0.00 -0.01
H 2.687 2.262 0.971 0.01 -0.04 0.05
H 4.036 1.575 1.870 -0.03 0.01 0.00
H 2.385 1.214 2.368 0.04 0.02 -0.03
H 3.957 -2.455 0.804 0.02 -0.01 0.02
H 3.136 -1.787 2.216 0.03 0.01 0.00
H 4.772 -1.260 1.815 -0.03 -0.01 0.00
```
Forces are in eV/Å.

Löwdin atomic charge list, values in e, 5 entries: 0.992, 0.136, -0.444, -0.008, -0.441

=====

No. 4
ORCA calculation (ωB97M-V/def2-TZVPD) on a molecular structure, C38H36CaN2O2P2 at a distorted geometry.

Calculated values
* HOMO energy: -6.69 eV
* lowest unoccupied orbital energy: 0.54 eV
* energy above the lowest of the compared OMol25 structures with the same formula, charge and spin: 22.9 kcal/mol
* charge: 0
* HOMO-LUMO gap: 7.23 eV

Geometry as XYZ:
```
81
Properties=species:S:1:pos:R:3:forces:R:3
Ca -1.009 0.762 0.296 -0.32 -1.59 -1.95
C -2.239 -1.298 4.008 0.01 -0.05 0.07
C -1.749 -0.149 3.155 0.12 0.21 -0.08
O -1.661 -0.371 1.882 -0.50 -0.85 1.88
C -1.415 1.039 3.770 0.03 0.16 -0.17
C -0.863 2.206 3.114 -0.06 -0.09 0.05
C -0.550 3.427 3.930 0.08 -0.05 0.11
N -0.639 2.184 1.839 0.17 1.24 0.69
N 0.017 3.273 1.226 -0.02 -0.10 -0.06
C -0.185 3.299 -0.075 -0.06 0.17 0.34
O -1.002 2.540 -0.748 0.41 1.85 -0.46
C 0.662 4.278 -0.837 -0.15 -0.08 0.03
C 0.662 4.228 -2.225 0.03 0.08 -0.11
C 1.465 5.093 -2.962 -0.03 -0.02 0.08
C 2.268 6.020 -2.312 -0.04 -0.05 0.03
C 2.266 6.076 -0.922 -0.05 -0.04 -0.01
C 1.471 5.209 -0.188 0.05 0.05 0.00
H -2.597 -2.101 3.366 -0.02 0.00 -0.01
H -3.046 -0.983 4.672 0.04 -0.01 -0.02
H -1.429 -1.683 4.636 -0.04 0.02 -0.05
H -1.570 1.105 4.839 0.02 0.03 0.00
H -1.068 3.395 4.889 0.05 0.00 -0.03
H -0.822 4.330 3.387 -0.01 -0.02 -0.01
H 0.527 3.480 4.113 -0.04 0.00 -0.01
H 0.021 3.505 -2.713 0.01 0.02 0.00
H 1.461 5.044 -4.045 -0.01 0.00 0.02
H 2.891 6.697 -2.884 -0.01 -0.02 0.01
H 2.888 6.800 -0.409 -0.01 -0.02 -0.01
H 1.464 5.236 0.894 0.00 0.00 -0.04
C 0.490 -2.212 0.230 0.01 0.15 -0.33
C -0.165 -2.579 -1.119 -0.08 0.09 0.11
P -1.417 -1.338 -1.716 0.01 -0.33 0.00
C -2.880 -1.599 -0.641 0.02 0.06 -0.11
C -3.148 -2.755 0.087 0.02 -0.04 0.08
C -4.249 -2.814 0.928 -0.02 0.06 -0.01
C -5.094 -1.717 1.054 0.01 -0.08 0.02
C -4.842 -0.561 0.334 0.05 0.00 -0.05
C -3.738 -0.503 -0.507 0.01 -0.12 -0.06
C -1.899 -2.074 -3.308 0.11 -0.07 -0.06
C -1.337 -1.537 -4.465 -0.03 -0.04 -0.08
C -1.590 -2.114 -5.704 -0.02 0.00 0.06
C -2.413 -3.228 -5.793 0.01 0.02 0.04
C -2.987 -3.761 -4.644 0.02 0.04 0.02
C -2.730 -3.187 -3.407 -0.07 -0.04 -0.06
P 1.429 -0.605 0.088 0.13 -0.36 0.29
C 1.944 -0.269 1.805 0.11 -0.06 -0.03
C 2.507 0.986 2.052 -0.04 -0.04 0.04
C 2.895 1.341 3.333 -0.03 -0.07 0.05
C 2.706 0.453 4.387 0.00 0.01 -0.04
C 2.127 -0.786 4.155 -0.01 0.04 -0.07
C 1.751 -1.149 2.866 0.00 0.00 0.07
C 2.944 -1.114 -0.774 -0.01 -0.11 -0.05
C 3.065 -0.821 -2.131 0.06 0.00 -0.03
C 4.165 -1.273 -2.853 -0.04 0.01 0.05
C 5.153 -2.009 -2.217 -0.02 -0.01 0.05
C 5.046 -2.290 -0.858 -0.03 0.03 0.00
C 3.945 -1.847 -0.139 0.09 -0.01 -0.04
H 1.167 -3.005 0.554 0.01 -0.07 -0.04
H -0.276 -2.082 1.000 0.01 0.05 0.01
H 0.586 -2.600 -1.912 0.08 -0.03 -0.06
H -0.601 -3.579 -1.086 0.00 -0.04 0.03
H -2.486 -3.611 0.022 -0.03 0.04 -0.01
H -4.443 -3.716 1.495 0.00 0.02 -0.01
H -5.947 -1.765 1.719 0.03 0.00 -0.01
H -5.491 0.300 0.434 0.01 -0.02 -0.01
H -3.543 0.406 -1.072 -0.01 -0.01 0.00
H -0.707 -0.657 -4.395 -0.01 -0.02 0.00
H -1.150 -1.690 -6.598 -0.01 -0.01 0.02
H -2.615 -3.679 -6.758 0.01 0.02 0.03
H -3.637 -4.625 -4.713 0.01 0.02 0.00
H -3.192 -3.600 -2.516 0.03 0.01 -0.04
H 2.611 1.700 1.243 0.00 0.02 -0.02
H 3.325 2.319 3.512 -0.01 -0.03 -0.01
H 3.000 0.734 5.391 -0.03 0.00 -0.02
H 1.956 -1.470 4.977 0.02 0.01 -0.02
H 1.292 -2.117 2.700 0.02 0.05 0.03
H 2.300 -0.228 -2.621 0.00 -0.01 0.01
H 4.251 -1.042 -3.907 -0.01 0.00 0.03
H 6.011 -2.360 -2.776 -0.02 0.02 0.02
H 5.823 -2.856 -0.358 -0.02 0.02 -0.02
H 3.870 -2.057 0.923 -0.01 0.00 -0.05
```
Forces are in eV/Å.

Löwdin atomic charge list, values in e, 5 entries: 1.174, -0.025, -0.468, -0.294, -0.037

=====

No. 5
ORCA calculation (ωB97M-V/def2-TZVPD) on a molecular structure, C17H22AuBr4N4O2S.

Calculated values
* HOMO energy: -11.10 eV
* lowest unoccupied orbital energy: -4.57 eV
* energy above the lowest of the compared OMol25 structures with the same formula, charge and spin: 0.0 kcal/mol
* charge: +1
* HOMO-LUMO gap: 6.53 eV

Geometry as XYZ:
```
51
Properties=species:S:1:pos:R:3:forces:R:3
Au -0.748 -1.126 -0.689 -0.59 0.08 0.47
Br 5.965 -0.271 -4.521 0.01 0.00 -0.02
C 4.666 -0.304 -3.184 0.06 0.05 0.19
C 5.066 0.101 -1.797 -0.01 -0.05 -0.20
Br 6.825 0.655 -1.519 0.01 0.00 0.02
C 4.202 0.070 -0.768 -0.24 -0.08 -0.06
Br 4.628 0.522 0.991 0.06 0.02 0.04
C 2.801 -0.344 -0.980 0.11 0.03 0.00
O 1.982 -0.403 -0.101 0.14 0.05 -0.02
C 2.378 -0.731 -2.419 0.09 -0.01 -0.04
O 1.237 -1.056 -2.613 0.14 0.05 -0.11
C 3.413 -0.693 -3.475 -0.16 0.01 0.19
Br 2.828 -1.218 -5.163 0.03 0.00 -0.07
N -1.500 0.806 -1.067 0.17 -0.35 -0.08
C -2.290 1.591 -1.380 0.05 -0.06 -0.04
N -3.174 2.472 -1.742 0.00 0.05 -0.05
C -4.365 2.741 -0.918 0.00 -0.01 -0.02
C -4.257 4.120 -0.283 0.02 0.00 0.02
C -3.991 5.186 -1.345 -0.01 -0.01 -0.01
C -2.742 4.849 -2.158 0.02 0.00 0.01
C -2.868 3.468 -2.784 -0.04 -0.02 -0.01
H -4.462 1.946 -0.182 0.02 0.01 0.01
H -5.230 2.691 -1.585 -0.01 0.00 0.02
H -3.440 4.112 0.445 -0.01 0.00 0.01
H -5.176 4.334 0.263 -0.01 0.00 -0.01
H -3.883 6.164 -0.877 0.00 0.00 0.00
H -4.854 5.251 -2.017 0.00 0.00 0.00
H -1.862 4.865 -1.507 0.01 0.01 -0.01
H -2.577 5.585 -2.945 -0.02 0.00 0.00
H -1.964 3.157 -3.304 0.02 0.01 0.02
H -3.694 3.443 -3.499 0.02 0.01 -0.01
C -0.218 -2.883 5.033 0.01 -0.01 0.00
C -0.324 -1.749 4.022 0.02 0.07 -0.01
N -0.698 -2.203 2.688 -0.02 -0.08 -0.06
C 0.124 -2.706 1.769 0.16 0.04 0.12
S -0.533 -3.260 0.256 0.03 0.17 -0.31
N 1.416 -2.811 2.041 -0.04 -0.03 -0.02
C 2.430 -3.362 1.140 0.01 0.05 0.01
C 2.560 -4.869 1.262 0.01 -0.02 0.01
H 0.087 -2.494 6.004 0.00 0.00 0.00
H 0.510 -3.632 4.721 0.00 0.00 0.00
H -1.179 -3.382 5.152 0.00 0.00 0.00
H 0.610 -1.185 3.952 -0.01 0.00 0.00
H -1.077 -1.025 4.330 -0.02 -0.03 0.02
H -1.671 -2.228 2.430 0.00 0.07 0.01
H 1.736 -2.505 2.947 0.00 -0.04 0.01
H 3.367 -2.863 1.392 0.00 0.00 -0.01
H 2.156 -3.076 0.127 -0.01 -0.02 -0.01
H 2.835 -5.164 2.275 0.00 0.01 0.01
H 3.334 -5.231 0.584 0.00 0.00 0.00
H 1.622 -5.356 0.998 0.00 0.00 -0.01
```
Forces are in eV/Å.

Löwdin atomic charge list, values in e, 5 entries: 0.525, 0.813, -0.722, -0.718, 0.815

=====

No. 6
ORCA calculation (ωB97M-V/def2-TZVPD) on 4 unconnected molecules or ions with the total composition C3H10O4 at a distorted geometry.

Calculated values
* HOMO energy: -8.18 eV
* lowest unoccupied orbital energy: -4.73 eV
* energy above the lowest of the compared OMol25 structures with the same formula, charge and spin: 160.9 kcal/mol
* charge: 0
* HOMO-LUMO gap: 3.45 eV

Geometry as XYZ:
```
17
Properties=species:S:1:pos:R:3:forces:R:3
O -1.796 0.771 -2.028 0.09 0.06 0.47
C 0.552 -0.081 0.273 0.09 0.71 -1.51
O 0.224 -1.243 0.306 0.01 -0.30 0.58
C 1.415 0.471 1.307 -0.86 -0.59 1.23
C 1.383 -0.127 2.657 1.97 0.71 -1.75
H -1.971 -1.464 0.059 0.17 -0.03 -0.69
H 0.300 0.593 -0.564 -0.18 -0.24 0.08
H 2.041 1.326 1.103 0.13 0.19 -0.25
H 2.299 0.198 3.136 -0.13 0.09 0.67
H 1.464 -1.192 2.445 -0.72 -0.44 0.39
H 0.499 0.188 3.187 -0.56 -0.22 0.30
H -2.331 -0.134 -0.893 0.46 -0.30 -0.19
H -0.476 0.187 -2.434 -0.26 0.35 -0.87
O 0.355 -0.336 -2.681 0.76 -0.62 0.74
H -2.293 1.509 -2.390 0.07 -0.05 -0.04
H 0.850 0.022 -3.418 -0.38 0.36 -0.10
O -2.515 -0.689 -0.067 -0.64 0.34 0.94
```
Forces are in eV/Å.

Löwdin atomic charge list, values in e, 5 entries: -0.316, -0.227, 0.132, 0.162, -0.011